*a*
ORCA calculation (ωB97M-V/def2-TZVPD) on one molecule with the formula C17H29N5O7.

Last column: Löwdin charge in e.
Geometry (Å):
C (3.10614, -3.28255, -1.09313)  -0.103
O (1.83023, -3.67817, -0.64389)  -0.184
C (0.79480, -3.16304, -1.44465)  -0.212
C (-0.51362, -3.43361, -0.75734)  -0.157
O (-0.54105, -2.68549, 0.45520)  -0.178
C (-1.82268, -2.70119, 1.08059)  -0.087
C (-2.66093, -1.52825, 0.57172)  -0.452
O (-3.76573, -1.68538, 0.07769)  0.058
N (-2.03439, -0.34409, 0.71336)  0.099
C (-2.51909, 0.89232, 0.16259)  -0.078
C (-2.00850, 1.17766, -1.26030)  -0.458
O (-2.49347, 0.25793, -2.21244)  -0.120
C (-3.89335, 0.28916, -2.44774)  -0.076
C (-2.26313, 2.65356, -1.59656)  -0.084
C (-1.11586, 3.39390, -0.90349)  -0.116
N (-0.05098, 2.39080, -0.81733)  -0.022
C (1.10558, 2.69944, -0.18417)  -0.440
O (1.27129, 3.80034, 0.32010)  0.057
C (2.18828, 1.62637, -0.15367)  -0.075
C (3.25957, 1.91615, 0.90035)  -0.146
C (3.46759, 0.75044, 1.86382)  -0.100
N (2.20506, 0.37845, 2.49875)  0.077
C (1.35331, -0.61806, 2.11189)  -0.438
O (1.78655, -1.57570, 1.30139)  0.103
N (0.16652, -0.46493, 2.60763)  0.069
N (0.19357, 0.71984, 3.35870)  0.098
C (1.39617, 1.17197, 3.26635)  -0.443
O (1.90144, 2.27769, 3.82205)  0.122
C (-0.48116, 1.10046, -1.33887)  -0.052
H (3.83728, -3.72088, -0.41833)  0.093
H (3.29460, -3.64085, -2.11141)  0.090
H (3.20679, -2.19169, -1.07278)  0.082
H (0.91968, -2.07813, -1.57929)  0.127
H (0.79393, -3.62961, -2.43875)  0.135
H (-1.34019, -3.12398, -1.40669)  0.141
H (-0.61097, -4.50078, -0.53211)  0.139
H (-2.35773, -3.62853, 0.87712)  0.132
H (-1.65218, -2.59774, 2.15352)  0.131
H (-1.21403, -0.32791, 1.31525)  0.081
H (-3.61025, 0.88986, 0.16067)  0.131
H (-2.19100, 1.70392, 0.81562)  0.137
H (-4.07405, -0.36825, -3.29554)  0.095
H (-4.45160, -0.09008, -1.59104)  0.073
H (-4.23126, 1.29686, -2.70962)  0.087
H (-2.21408, 2.77892, -2.67960)  0.130
H (-3.23824, 3.00561, -1.25854)  0.123
H (-0.77641, 4.26477, -1.46513)  0.126
H (-1.37317, 3.74732, 0.09642)  0.122
H (1.72704, 0.65573, 0.02384)  0.085
H (2.60977, 1.55677, -1.16000)  0.133
H (4.21460, 2.16773, 0.43807)  0.119
H (2.95300, 2.79344, 1.47007)  0.101
H (3.82153, -0.14340, 1.35093)  0.125
H (4.18947, 1.00697, 2.63756)  0.129
H (1.02387, -2.12614, 1.01243)  0.087
H (1.17289, 2.74315, 4.25438)  0.130
H (-0.09355, 0.26307, -0.75911)  0.109
H (-0.19790, 0.95784, -2.38656)  0.143

Gap between HOMO and LUMO ... 9.51 eV
LUMO level ... 0.023 Ha
Molecular weight ... 415.45 u
Net charge ... 0



*b*
ORCA calculation (ωB97M-V/def2-TZVPD) on one molecule with the formula C17H29N5O7.

Last column: Löwdin charge in e.
Geometry (Å):
C (-3.46131, 6.93776, -0.98394)  -0.080
O (-2.65091, 5.78483, -0.86794)  -0.225
C (-3.00463, 4.77087, -1.79432)  -0.183
C (-2.13572, 3.56368, -1.57498)  -0.194
O (-2.48650, 2.98264, -0.33395)  -0.150
C (-1.70153, 1.84727, -0.02582)  -0.113
C (-2.27068, 1.12332, 1.17730)  -0.465
O (-1.63913, 0.24740, 1.74042)  0.066
N (-3.50508, 1.51573, 1.56251)  0.102
C (-4.11916, 0.99412, 2.76013)  -0.094
C (-5.16059, 1.97086, 3.29656)  -0.465
O (-6.15668, 2.26657, 2.33190)  -0.125
C (-6.92000, 1.16115, 1.88756)  -0.081
C (-5.69885, 1.48904, 4.65118)  -0.078
C (-4.64018, 1.95098, 5.66445)  -0.108
N (-3.90690, 3.01001, 4.96373)  -0.034
C (-2.62690, 3.29747, 5.32659)  -0.444
O (-2.14993, 2.86109, 6.36026)  0.070
C (-1.84342, 4.18138, 4.37596)  -0.107
C (-0.47844, 4.56048, 4.92112)  -0.156
C (0.26149, 5.50385, 3.98225)  -0.109
N (0.51617, 4.91767, 2.67282)  0.074
C (-0.22543, 5.00325, 1.52550)  -0.437
O (-1.35873, 5.70000, 1.52095)  0.102
N (0.31493, 4.35022, 0.54817)  0.083
N (1.49005, 3.77362, 1.05400)  0.083
C (1.56116, 4.13016, 2.28944)  -0.446
O (2.51630, 3.82252, 3.17800)  0.112
C (-4.51839, 3.30166, 3.68107)  -0.060
H (-3.12178, 7.65186, -0.23713)  0.095
H (-3.36232, 7.38200, -1.97906)  0.094
H (-4.51336, 6.69555, -0.80306)  0.095
H (-4.06060, 4.50486, -1.66254)  0.134
H (-2.86281, 5.14360, -2.81566)  0.133
H (-2.30900, 2.84922, -2.39056)  0.133
H (-1.07976, 3.85050, -1.56473)  0.121
H (-1.69323, 1.13966, -0.86479)  0.140
H (-0.66964, 2.12943, 0.19482)  0.116
H (-3.96441, 2.24239, 1.03608)  0.138
H (-4.57623, 0.01598, 2.58312)  0.132
H (-3.34160, 0.83488, 3.51040)  0.141
H (-7.72307, 1.56455, 1.27511)  0.093
H (-6.32711, 0.47196, 1.27941)  0.088
H (-7.35848, 0.61083, 2.72518)  0.091
H (-6.65606, 1.98288, 4.82816)  0.129
H (-5.85488, 0.41119, 4.69548)  0.121
H (-5.08575, 2.32151, 6.58816)  0.125
H (-3.94155, 1.15996, 5.93888)  0.123
H (-1.73094, 3.64955, 3.42528)  0.119
H (-2.42838, 5.07680, 4.14737)  0.130
H (-0.58462, 5.04633, 5.89246)  0.125
H (0.11695, 3.66205, 5.09012)  0.125
H (-0.31172, 6.41613, 3.81334)  0.130
H (1.22558, 5.78364, 4.40497)  0.128
H (-1.78392, 5.60368, 0.63721)  0.081
H (3.14834, 3.25009, 2.72372)  0.124
H (-3.79555, 3.64932, 2.94836)  0.117
H (-5.31045, 4.05169, 3.77050)  0.144

Gap between HOMO and LUMO ... 9.03 eV
LUMO level ... 0.020 Ha
Molecular weight ... 415.45 u
Net charge ... 0



Stability, lowest: *a*



*a*
ORCA calculation (ωB97M-V/def2-TZVPD) on a 2-piece molecular cluster, C2H7OS overall.

Last column: Löwdin charge in e.
Geometry (Å):
C (-1.06430, 1.11823, -0.63178)  -0.323
C (-1.15435, 0.17933, 0.61728)  -0.733
S (-0.28896, -1.45993, 0.04011)  0.023
H (-1.91749, 0.79527, -1.27662)  0.042
H (-0.19070, 1.10077, -1.37592)  0.049
H (-1.12616, 2.20529, -0.45723)  0.029
H (-2.30461, 0.09951, 0.58182)  0.039
H (-0.82500, 0.69117, 1.54138)  0.023
H (2.59387, -0.91513, 0.04077)  -0.051
H (2.95594, -2.32515, 0.66734)  0.046
O (3.32176, -1.48936, 0.25285)  -0.143

Gap between HOMO and LUMO ... 6.84 eV
LUMO level ... 0.158 Ha
Molecular weight ... 79.14 u
Net charge ... -1



*b*
ORCA calculation (ωB97M-V/def2-TZVPD) on a 2-piece molecular cluster, C2H7OS overall.

Last column: Löwdin charge in e.
Geometry (Å):
O (2.83174, 0.14592, 0.47701)  -0.262
H (3.17198, -0.51951, -0.27101)  0.054
C (0.21426, 0.27203, 0.91021)  -0.671
S (-0.76588, -1.11491, 0.41636)  0.474
C (-1.90188, -0.11401, -0.95288)  -0.370
H (0.20957, 0.34110, 1.99172)  -0.071
H (0.26663, 1.04004, 0.12897)  -0.034
H (1.90265, -0.17878, 0.73907)  -0.083
H (-1.26501, 0.09481, -1.83082)  -0.003
H (-2.65704, -0.84356, -1.16530)  -0.037
H (-2.00702, 0.87688, -0.44332)  0.005

Gap between HOMO and LUMO ... 5.08 eV
LUMO level ... 0.144 Ha
Molecular weight ... 79.14 u
Net charge ... -1



*c*
ORCA calculation (ωB97M-V/def2-TZVPD) on a 2-piece molecular cluster, C2H7OS overall.

Last column: Löwdin charge in e.
Geometry (Å):
O (2.14171, 0.54735, 1.84989)  -0.110
H (2.62552, 0.33540, 1.04880)  0.015
C (-0.62213, -0.57912, -2.00135)  -0.692
S (-0.19060, -0.48743, -0.38706)  0.488
C (-1.31796, 0.70329, 0.65974)  -0.431
H (-0.16386, -0.06621, -2.83681)  -0.100
H (-1.42434, -1.25844, -2.28370)  -0.097
H (1.21043, 0.41049, 1.62359)  -0.037
H (-2.20172, 0.85932, 0.03769)  -0.009
H (-1.54063, 0.23803, 1.62075)  -0.012
H (-0.83155, 1.67363, 0.79032)  -0.015

Gap between HOMO and LUMO ... 5.56 eV
LUMO level ... 0.147 Ha
Molecular weight ... 79.14 u
Net charge ... -1



*d*
ORCA calculation (ωB97M-V/def2-TZVPD) on a 2-piece molecular cluster, C2H7OS overall.

Last column: Löwdin charge in e.
Geometry (Å):
S (-0.05361, -2.66006, -1.39268)  -0.152
H (-1.05725, -2.37155, -0.54568)  -0.439
C (0.82814, 0.64463, 0.38094)  -0.361
O (1.27245, 0.12616, -0.84174)  -0.179
C (-0.71058, 0.75539, 0.38014)  -0.106
H (1.21104, 1.64893, 0.52551)  0.088
H (1.18374, 0.04074, 1.22265)  0.094
H (0.64842, -0.61301, -1.08641)  -0.101
H (-1.03974, 1.77516, 0.15989)  0.054
H (-1.03660, 0.62343, 1.42390)  0.060
H (-1.24600, 0.03017, -0.22653)  0.042

Gap between HOMO and LUMO ... 7.02 eV
LUMO level ... 0.152 Ha
Molecular weight ... 79.14 u
Net charge ... -1



Stability, lowest: *b*



*a*
ORCA calculation (ωB97M-V/def2-TZVPD) on a 2-piece molecular cluster, C2H8N2 overall.

Last column: Löwdin charge in e.
Geometry (Å):
C (0.76098, 0.98502, 2.12108)  -0.213
N (0.46261, 1.82974, 0.99761)  -0.054
H (-0.09443, 1.05320, 2.77914)  0.070
H (1.65344, 1.24959, 2.60274)  0.051
H (0.95358, -0.07370, 1.98578)  0.057
H (-0.20295, 1.38572, 0.39938)  0.040
H (1.26608, 1.91747, 0.40729)  0.048
C (-0.83931, -2.00977, -1.41642)  -0.127
N (-0.66133, -0.97636, -2.20367)  0.000
H (-1.67714, -2.73752, -1.47558)  0.063
H (-0.17535, -2.22915, -0.61056)  0.033
H (0.13777, -0.39081, -1.87371)  0.031

Gap between HOMO and LUMO ... 10.36 eV
LUMO level ... 0.030 Ha
Molecular weight ... 60.10 u
Net charge ... 0



*b*
ORCA calculation (ωB97M-V/def2-TZVPD) on one molecule with the formula C2H8N2.

Last column: Löwdin charge in e.
Geometry (Å):
C (-1.66219, -0.19681, -0.61840)  -0.111
N (-0.45406, -0.18481, 0.35420)  -0.150
C (0.87588, 0.07111, -0.19223)  -0.365
N (2.02521, 0.01572, 0.80782)  -0.035
H (-2.68694, -0.45845, -0.07057)  0.109
H (-1.50380, -0.78579, -1.49272)  0.045
H (-1.79531, 0.84318, -0.92334)  0.051
H (-0.62934, 0.70898, 0.86274)  0.092
H (1.19820, -0.80388, -0.90841)  0.135
H (0.94724, 1.03930, -0.72739)  0.101
H (1.96857, -0.88645, 1.23932)  0.028
H (1.71654, 0.63790, 1.66898)  0.098

Gap between HOMO and LUMO ... 10.35 eV
LUMO level ... 0.042 Ha
Molecular weight ... 60.10 u
Net charge ... 0



*c*
ORCA calculation (ωB97M-V/def2-TZVPD) on a 2-piece molecular cluster, C2H8N2 overall.

Last column: Löwdin charge in e.
Geometry (Å):
N (-2.99546, 1.55716, -0.49083)  0.004
H (-2.90331, 0.89331, -1.24570)  0.002
H (-2.88278, 2.51525, -0.78928)  0.003
H (-3.95289, 1.47450, -0.17071)  0.002
C (1.26803, -1.87783, 0.52920)  -0.035
C (1.67943, -0.61812, 0.40584)  -0.299
N (0.98466, 0.42538, -0.25770)  0.003
H (0.60264, -2.35835, -0.18189)  0.047
H (1.68261, -2.54270, 1.27877)  0.039
H (2.57700, -0.28423, 0.91246)  0.094
H (-0.00256, 0.16007, -0.27275)  0.066
H (0.88407, 1.19544, 0.40100)  0.075

Gap between HOMO and LUMO ... 9.44 eV
LUMO level ... 0.036 Ha
Molecular weight ... 60.10 u
Net charge ... 0



Stability, lowest: *a*